{
  "formula": "C28H23BMoN3O8",
  "method": "the ωB97M-V functional and the def2-TZVPD basis",
  "total_energy_ha": -1939.81594,
  "charge": 1,
  "spin_multiplicity": 3,
  "e_homo_ev": [-11.1, -11.2],
  "lumo_energy_ev": [-4.2, -4.7],
  "e_above_lowest_kcal_mol": 29.1,
  "species": ["Mo", "O", "C", "O", "C", "C", "C", "C", "C", "C", "C", "C", "C", "N", "H", "H", "H", "H", "H", "H", "O", "C", "C", "C", "C", "C", "C", "C", "O", "N", "O", "O", "H", "H", "H", "H", "N", "C", "H", "C", "C", "C", "C", "C", "C", "C", "C", "O", "B", "O", "C", "C", "H", "H", "H", "H", "H", "H", "H", "H", "H", "H", "H", "H"],
  "coordinates": [[2.084673, 1.701117, 0.164862], [2.614500, 4.903431, -2.144267], [2.125608, 4.101515, -1.428624], [2.632688, 2.871681, -1.168854], [0.802282, 4.247130, -0.716002], [-0.023426, 5.323798, -1.011449], [-1.303344, 5.299308, -0.547878], [-1.750740, 4.184526, 0.183104], [-3.110476, 4.054986, 0.559679], [-3.546820, 2.945376, 1.215265], [-2.622977, 1.932625, 1.559387], [-1.303545, 2.046317, 1.238100], [-0.831268, 3.159394, 0.505024], [0.471415, 3.219501, 0.054514], [0.370689, 6.120693, -1.626329], [-1.992088, 6.108758, -0.763892], [-3.796733, 4.853893, 0.302517], [-4.592177, 2.832830, 1.471552], [-2.968576, 1.044310, 2.073130], [-0.630152, 1.247926, 1.508289], [4.686217, 2.317361, 0.690263], [5.611238, 1.572588, 0.436373], [5.506577, 0.114832, 0.185846], [6.658727, -0.637108, 0.008693], [6.555049, -1.998382, -0.146926], [5.333492, -2.647470, -0.113996], [4.176131, -1.906912, 0.050666], [4.275208, -0.532909, 0.169667], [3.189292, 0.250222, 0.276500], [7.787879, -2.788855, -0.361037], [7.669235, -3.991474, -0.455248], [8.831904, -2.176731, -0.444090], [6.635456, 1.977238, 0.379523], [7.634104, -0.167395, 0.001426], [5.306926, -3.722059, -0.224574], [3.197520, -2.367290, 0.064496], [1.583694, 1.497303, 3.339636], [1.695580, 1.527555, 2.203708], [1.459325, 1.462800, 4.335070], [-3.591216, -4.127048, 1.091341], [-4.097562, -3.355604, -0.129940], [-5.435243, -2.696563, 0.245286], [-4.319668, -4.346068, -1.282869], [-3.102508, -2.276103, -0.577633], [-3.475911, -1.370466, -1.579855], [-2.655363, -0.332658, -2.010984], [-1.427714, -0.229284, -1.401028], [-0.453865, 0.748381, -1.555864], [0.535645, 0.421335, -0.647774], [0.231545, -0.764429, 0.024472], [-1.027394, -1.130058, -0.446459], [-1.831378, -2.159279, -0.007188], [-4.353515, -4.842426, 1.406249], [-3.389315, -3.460549, 1.935291], [-2.683488, -4.694834, 0.867318], [-6.106977, -3.438133, 0.685288], [-5.939362, -2.268624, -0.623935], [-5.281893, -1.898697, 0.976859], [-5.021044, -5.127770, -0.978014], [-3.379398, -4.823914, -1.567984], [-4.728845, -3.847891, -2.164837], [-4.448313, -1.474733, -2.046986], [-2.968357, 0.357875, -2.783973], [-1.471943, -2.844885, 0.749101]],
  "forces_ev_per_angstrom": [[-0.1799, 0.0790, -0.4443], [0.2236, 0.3320, -0.2885], [-0.4066, -0.5651, 0.4278], [0.5185, 1.1705, -0.6282], [0.2913, -0.2222, -0.1453], [0.0534, 0.2752, -0.1065], [-0.1211, 0.1215, -0.0118], [-0.0661, 0.0160, 0.0239], [-0.0501, 0.0659, 0.0514], [0.0119, -0.0808, 0.0428], [-0.1641, 0.0331, 0.0125], [0.1437, -0.0342, -0.0435], [0.0662, -0.0390, 0.1505], [-0.6140, 0.2504, -0.1233], [-0.0091, -0.0169, -0.0049], [0.0251, -0.0659, -0.0063], [0.0443, -0.0458, -0.0139], [0.0438, 0.0087, 0.0132], [0.0035, 0.0323, 0.0096], [0.0148, -0.0525, -0.0564], [-0.0572, 0.1990, 0.0889], [0.0763, -0.2864, -0.1804], [0.3199, 0.4489, 0.0923], [0.2720, 0.2254, 0.0260], [0.1633, -0.1141, -0.0312], [-0.1207, -0.0965, 0.0247], [-0.1171, -0.2240, -0.0953], [-0.5544, 0.5951, 0.2386], [0.8909, -2.1617, -0.2140], [0.0230, 0.0065, -0.0865], [-0.0676, 0.0678, 0.0507], [-0.0963, 0.0068, 0.0653], [-0.0045, -0.0285, 0.0578], [0.0073, -0.0161, -0.0148], [-0.0251, 0.0017, -0.0077], [0.0302, -0.0411, -0.0115], [-0.1632, -0.1048, 1.1298], [-0.0054, 0.3621, -0.0020], [0.0376, -0.0067, -0.0503], [0.0419, -0.0216, -0.0262], [0.0618, 0.0450, -0.0420], [0.0075, 0.0253, -0.0075], [0.0035, -0.0175, 0.0194], [0.0079, -0.0389, 0.0724], [-0.0229, 0.0387, -0.0891], [-0.1321, -0.0385, -0.1034], [0.0794, 0.2379, -0.1240], [0.0912, -0.0735, -0.0532], [-0.7475, -0.2730, 0.2204], [-0.0638, 0.0499, -0.1701], [0.2096, -0.0233, 0.2753], [-0.0256, -0.1328, 0.0098], [0.0473, 0.0271, -0.0138], [-0.0192, -0.0477, -0.0462], [-0.0527, 0.0497, 0.0242], [0.0377, 0.0385, -0.0559], [0.0432, -0.0101, 0.0590], [-0.0277, -0.0467, -0.0083], [0.0311, 0.0585, -0.0271], [-0.0435, 0.0120, 0.0015], [0.0250, -0.0289, 0.0492], [0.0518, 0.0189, 0.0501], [0.0083, -0.0204, 0.0573], [-0.0498, 0.0763, -0.0107]],
  "mulliken_spin": [1.972, 0.025, -0.003, 0.026, 0.015, -0.009, 0.022, -0.006, 0.007, -0.005, 0.010, 0.031, -0.008, -0.076, 0.001, 0.000, 0.000, 0.000, 0.001, -0.002, 0.010, 0.004, 0.014, -0.008, 0.018, -0.010, 0.024, -0.003, 0.090, -0.001, 0.002, 0.003, 0.000, 0.000, 0.000, -0.001, 0.134, -0.185, -0.007, 0.000, 0.001, 0.000, 0.000, 0.000, 0.003, 0.001, 0.005, 0.005, -0.150, 0.050, 0.001, 0.002, 0.000, 0.000, 0.000, 0.000, 0.000, 0.000, 0.000, 0.000, 0.000, 0.000, 0.000, 0.000]
}